i) Density functional theory data (wB97M-V/def2-TZVPD) for the molecule C4H8ClN.

Each line ends with the Löwdin charge.
Atoms and positions in Å:
1 C -1.2802 -0.7251 -2.6259  -0.0940
2 C -1.0061 -0.8217 -1.1012  -0.3499
3 N 0.1367 -1.4167 -0.4939  -0.0019
4 C 0.2736 0.0564 -0.5482  -0.3432
5 C -0.1144 0.8233 0.6325  -0.5559
6 Cl 1.0459 0.9086 2.1306  0.3939
7 H -1.7040 0.3582 -2.6834  0.1028
8 H -1.9863 -1.4236 -3.0958  0.0591
9 H -0.3251 -0.8658 -3.2155  0.0792
10 H -2.0214 -0.8808 -0.5197  0.1552
11 H 0.8067 -1.8785 -1.2237  0.1467
12 H 0.7185 0.5583 -1.5808  0.1831
13 H -0.3172 2.0198 0.3002  0.1374
14 H -1.1459 0.5850 1.1127  0.0876

The SMILES is C[C@H]1N[C@@H]1CCl. For the gap between HOMO and LUMO, the calculation gives 0.3774 hartree. As for the total charge: 0.


ii) Density functional theory data (wB97M-V/def2-TZVPD) for the molecule C4H8ClN.

Each line ends with the Löwdin charge.
Atoms and positions in Å:
1 C 1.3109 1.5421 -0.2341  -0.0937
2 N 0.9904 0.1164 -0.2606  -0.1073
3 C -0.3095 -0.3629 -0.3673  -0.8755
4 Cl -1.0802 -0.2880 -1.9975  0.5881
5 C -1.3036 -0.2797 0.7638  -0.1623
6 C -0.6650 -1.6420 0.4937  -0.1148
7 H 0.4406 2.0763 -0.2214  0.0466
8 H 2.0860 1.8185 0.4654  0.0761
9 H 1.6512 1.8298 -1.2432  0.0846
10 H 1.4170 -0.3723 -1.1315  0.1470
11 H -2.3948 -0.0479 0.6026  0.1154
12 H -0.9403 0.0215 1.7488  0.0978
13 H 0.1202 -1.9017 1.1912  0.0870
14 H -1.3230 -2.5101 0.1900  0.1110

The SMILES is CNC1(Cl)CC1. For the gap between HOMO and LUMO, the calculation gives 0.3741 hartree. As for the total charge: 0.


iii) Density functional theory data (wB97M-V/def2-TZVPD) for the molecule C4H8ClN.

Each line ends with the Löwdin charge.
Atoms and positions in Å:
1 N 1.9768 0.5276 0.3385  -0.0140
2 C 1.0623 -0.0355 -0.6643  -0.2563
3 C -0.3352 0.2799 -0.1486  -0.8253
4 Cl -0.7025 2.0473 -0.0082  0.6195
5 C -0.9448 -0.5447 0.9232  -0.1350
6 C -1.5118 -0.6002 -0.5143  -0.1221
7 H 1.6776 0.2452 1.2314  0.0422
8 H 1.9398 1.5168 0.2284  0.0291
9 H 1.2816 0.4840 -1.6713  0.1470
10 H 1.2493 -1.0907 -0.6133  0.1054
11 H -1.8087 -0.0748 1.5205  0.1273
12 H -0.2957 -1.3588 1.3188  0.1174
13 H -2.3158 0.0220 -0.7739  0.0702
14 H -1.2727 -1.4182 -1.1669  0.0944

The SMILES is NCC1(Cl)CC1. For the gap between HOMO and LUMO, the calculation gives 0.3751 hartree. As for the total charge: 0.


Relative energy table, unit kJ/mol: i) 140.3; ii) 35.3; iii) 0.0